Record 1
Here is one molecule with the formula C16H16ClNO4S from the Open Molecules 2025 dataset. Energies are from ωB97M-V/def2-TZVPD.

The geometry in XYZ format:
```
39
Properties=species:S:1:pos:R:3:forces:R:3
O -1.241887 3.238958 5.130020 -0.156 0.023 -0.049
C -0.364738 2.506483 5.496413 -0.369 0.168 0.109
O 0.875765 2.939087 5.758183 0.687 -0.001 0.196
C -0.482076 1.011119 5.676618 0.079 0.176 -0.124
C -0.114414 0.380776 4.355252 0.037 -0.164 0.027
C -1.093649 0.094251 3.412581 0.039 0.007 0.045
C -0.751129 -0.461926 2.194813 0.079 0.015 -0.002
C 0.576889 -0.737851 1.889729 0.073 -0.102 0.003
C 0.928001 -1.315056 0.549523 -0.084 0.257 -0.079
C 0.894859 -0.226836 -0.533503 -0.194 0.000 0.455
N 0.996745 -0.763384 -1.874369 -0.615 -0.426 -0.428
S -0.355860 -1.587621 -2.446025 0.643 0.152 -0.426
O -0.018466 -2.970505 -2.632869 0.166 0.154 -0.200
O -1.485489 -1.246377 -1.634451 0.030 0.366 0.045
C -0.530307 -0.814792 -4.048758 -0.052 -0.321 0.417
C -1.199863 0.389938 -4.140357 -0.079 0.049 0.000
C -1.310260 1.018277 -5.368231 0.056 -0.070 -0.024
C -0.741934 0.421777 -6.486491 0.053 -0.185 0.287
Cl -0.873989 1.199424 -8.017937 -0.023 0.116 -0.228
C -0.072805 -0.791527 -6.394175 -0.060 0.141 0.011
C 0.031902 -1.410687 -5.160686 0.002 -0.118 0.037
C 1.554269 -0.436303 2.827709 -0.037 0.015 -0.033
C 1.213370 0.118093 4.048687 -0.062 -0.004 0.026
H 0.946400 3.891957 5.590321 -0.292 -0.136 -0.072
H -1.509400 0.766918 5.943373 0.072 0.082 0.038
H 0.206028 0.691299 6.458031 -0.083 -0.043 0.015
H -2.128099 0.308164 3.636292 -0.123 0.017 0.035
H -1.516248 -0.690684 1.467439 -0.126 -0.039 -0.087
H 1.919003 -1.774307 0.576021 -0.023 -0.061 -0.012
H 0.197240 -2.077235 0.269185 0.090 -0.053 0.079
H 1.703620 0.494219 -0.385708 -0.115 -0.008 -0.032
H -0.060332 0.297786 -0.490011 0.143 0.129 0.179
H 1.814204 -1.341826 -2.003729 0.097 -0.176 -0.154
H -1.638164 0.813065 -3.251135 -0.098 0.146 0.064
H -1.831056 1.957846 -5.464064 -0.041 0.067 -0.017
H 0.355154 -1.240514 -7.276492 0.024 -0.026 -0.071
H 0.531101 -2.359700 -5.047300 0.075 -0.120 -0.081
H 2.591986 -0.641390 2.606095 0.110 -0.045 -0.035
H 1.983628 0.349083 4.770010 0.077 0.017 0.086
```
Forces are in eV/Å.

Computed properties:
Charge: 0
HOMO energy: -0.3319 Eh
SMILES: O=C(O)Cc1ccc(CCNS(=O)(=O)c2ccc(Cl)cc2)cc1
LUMO level: 0.447 eV

The computed natural (NBO) charges, all in e, follow:
1. O -0.591
2. C 0.803
3. O -0.691
4. C -0.526
5. C -0.020
6. C -0.206
7. C -0.158
8. C -0.045
9. C -0.429
10. C -0.219
11. N -0.857
12. S 2.305
13. O -0.938
14. O -0.940
15. C -0.324
16. C -0.173
17. C -0.217
18. C -0.027
19. Cl 0.023
20. C -0.227
21. C -0.176
22. C -0.199
23. C -0.208
24. H 0.498
25. H 0.241
26. H 0.235
27. H 0.216
28. H 0.214
29. H 0.205
30. H 0.226
31. H 0.206
32. H 0.223
33. H 0.398
34. H 0.242
35. H 0.233
36. H 0.234
37. H 0.245
38. H 0.208
39. H 0.216

***

Record 2
Here is C15H24GaN4O5 as an isolated structure from the Open Molecules 2025 dataset. Energies are from ωB97M-V/def2-TZVPD.

The geometry in XYZ format:
```
49
Properties=species:S:1:pos:R:3:forces:R:3
O -0.950868 -1.175703 -3.056350 -0.504 -0.453 1.116
H -1.740086 -1.333688 -3.601674 0.250 0.014 0.392
Ga 0.251466 0.306476 -0.163413 1.150 1.643 0.960
N 1.933048 -0.719814 0.181953 -0.107 -0.204 0.531
N 1.152495 0.298156 -1.945717 0.153 0.091 0.341
O 2.641579 -0.989468 1.373748 -0.643 0.194 0.170
O 0.595151 0.825407 -3.113259 -0.702 -0.798 -0.118
C 2.626449 -1.123945 -0.884384 -0.018 0.795 0.553
C 2.235044 -0.499537 -2.088454 -0.795 0.015 0.333
C 3.794740 -1.975464 -0.612535 0.817 -0.543 -0.886
C 2.913916 -0.688243 -3.389906 0.335 -0.247 -0.477
H 3.520937 -2.808077 0.041825 0.072 0.207 -0.055
H 4.598672 -1.404694 -0.131007 -0.150 -0.177 -0.038
H 4.174472 -2.389206 -1.549378 0.089 0.022 0.126
H 2.622005 0.082529 -4.112478 0.050 -0.232 0.303
H 2.664857 -1.673498 -3.815901 0.098 0.278 0.046
H 4.003110 -0.652179 -3.247188 -0.290 -0.051 -0.103
H 2.061449 -0.717822 2.111390 0.181 -0.091 -0.461
H -0.068538 0.079774 -3.332504 0.845 1.232 -0.083
O 1.375609 2.076348 0.521014 0.649 0.370 -0.402
H 2.346766 1.952910 0.484484 -0.592 0.046 0.050
H 1.184172 2.835642 -0.063644 0.096 -0.331 0.365
C -1.288318 -1.293330 -1.626225 -0.687 -0.994 -1.488
H -1.966060 -0.479574 -1.327698 0.434 -0.238 0.090
H -0.328327 -1.369006 -1.065207 -0.784 -0.439 -0.625
H -1.800055 -2.258478 -1.488992 0.166 0.334 0.201
O -1.554838 -4.026737 1.559073 -0.361 0.002 -0.724
H -1.428972 -4.758133 0.927240 -0.077 0.360 0.452
H -2.414691 -3.640739 1.310798 0.464 -0.305 0.257
C -0.235549 -0.756648 3.962086 0.487 -1.035 -1.244
C -0.979176 0.338819 4.409548 -0.699 1.410 -0.246
C -1.539031 1.214690 3.482055 0.213 -0.471 0.806
C -1.244244 1.048138 2.125716 -0.302 0.424 -0.888
N -0.385053 0.049116 1.720904 -0.579 -0.530 -0.745
C -0.056605 -0.939256 2.593489 0.024 0.415 1.267
C -1.805254 1.841370 1.052963 0.784 -0.651 0.705
C -2.884849 2.715109 1.195333 -0.559 0.535 -0.449
C -3.411444 3.341707 0.071888 -0.059 -0.250 1.444
C -2.826509 3.108118 -1.176091 0.919 -0.503 -1.065
C -1.728632 2.266011 -1.276535 -0.966 0.625 0.132
N -1.237198 1.632337 -0.183211 0.305 -0.427 -0.472
H 0.197102 -1.479430 4.648296 -0.341 0.025 -0.113
H -1.142904 0.503078 5.471421 0.022 -0.070 -0.200
H -2.184786 2.046879 3.768387 0.286 -0.383 0.146
H 0.338708 -1.866812 2.174232 0.132 0.357 0.155
H -3.311704 2.831890 2.192551 -0.019 0.141 -0.464
H -4.281374 3.989086 0.171927 0.241 -0.147 -0.060
H -3.218161 3.567211 -2.080596 0.117 -0.038 0.230
H -1.218521 2.068679 -2.219977 -0.149 0.074 0.234
```
Forces are in eV/Å.

Computed properties:
Charge: +1
HOMO energy (alpha / beta): -0.3587 / -0.3082 Eh
LUMO level (alpha / beta): -3.086 / -3.188 eV

The computed natural (NBO) charges, all in e, follow:
1. O -0.739
2. H 0.507
3. Ga 1.758
4. N -0.389
5. N -0.432
6. O -0.554
7. O -0.592
8. C 0.149
9. C 0.198
10. C -0.659
11. C -0.677
12. H 0.248
13. H 0.246
14. H 0.229
15. H 0.260
16. H 0.242
17. H 0.240
18. H 0.490
19. H 0.494
20. O -0.918
21. H 0.518
22. H 0.516
23. C -0.246
24. H 0.218
25. H 0.173
26. H 0.218
27. O -0.942
28. H 0.476
29. H 0.470
30. C -0.278
31. C -0.175
32. C -0.190
33. C 0.114
34. N -0.695
35. C 0.025
36. C 0.120
37. C -0.193
38. C -0.172
39. C -0.284
40. C 0.041
41. N -0.698
42. H 0.241
43. H 0.235
44. H 0.229
45. H 0.236
46. H 0.230
47. H 0.236
48. H 0.238
49. H 0.235

***

Record 3
Here is a 3-piece molecular cluster, CH10NO2 overall from the Open Molecules 2025 dataset. Energies are from ωB97M-V/def2-TZVPD.

The geometry in XYZ format:
```
14
Properties=species:S:1:pos:R:3:forces:R:3
C -0.958036 0.228074 -1.212378 -0.020 -0.869 -0.177
N -1.244852 0.559276 0.227919 -0.217 0.344 -0.599
H 0.107621 0.119927 -1.304050 0.164 -0.223 -0.203
H -1.481181 -0.712373 -1.360836 0.528 -0.236 -0.231
H -1.338422 0.881911 -1.984511 -0.279 0.814 0.563
H -1.332207 1.564081 0.392867 0.020 -0.148 0.194
H -0.516736 0.173203 0.837649 0.272 0.141 -0.106
H -2.111290 0.085099 0.450280 -0.340 0.269 0.457
H 0.683015 -2.716383 -0.229941 -0.065 0.155 -0.399
H 1.374530 -1.729755 0.636320 0.118 0.333 -0.249
O 0.897661 -1.771507 -0.207324 -0.021 -0.498 0.864
H 2.368466 1.016286 1.926805 -0.282 0.014 -0.021
H 1.953571 1.288808 0.487212 0.112 0.019 0.051
O 1.597862 1.013351 1.339988 0.010 -0.117 -0.142
```
Forces are in eV/Å.

Computed properties:
Charge: +1
HOMO energy: -0.5777 Eh
LUMO level: -3.489 eV

The computed natural (NBO) charges, all in e, follow:
1. C -0.420
2. N -0.672
3. H 0.252
4. H 0.228
5. H 0.243
6. H 0.446
7. H 0.474
8. H 0.438
9. H 0.488
10. H 0.484
11. O -0.967
12. H 0.501
13. H 0.482
14. O -0.979

***

Record 4
Here is a 2-piece molecular cluster, H4NPS2 overall from the Open Molecules 2025 dataset. Energies are from ωB97M-V/def2-TZVPD.

The geometry in XYZ format:
```
8
Properties=species:S:1:pos:R:3:forces:R:3
S 2.675642 1.037004 0.942403 -0.759 -0.611 -0.969
P 1.618090 -0.110553 -0.224022 1.358 -0.178 1.745
S 1.883700 -2.183939 0.402274 -0.487 -0.112 -0.664
H 2.887308 -2.480326 1.272320 -0.157 0.927 -0.137
N -2.011702 0.939531 -0.632667 0.559 1.346 2.930
H -2.436398 1.039189 -1.497541 -0.969 0.256 -1.940
H -2.254536 0.029142 -0.261774 -0.155 0.249 0.212
H -2.362104 1.729954 -0.000992 0.610 -1.878 -1.177
```
Forces are in eV/Å.

Computed properties:
Charge: 0
HOMO energy: -0.3294 Eh
SMILES: S=PS.N
LUMO level: -1.290 eV

The computed natural (NBO) charges, all in e, follow:
1. S -0.392
2. P 0.592
3. S -0.370
4. H 0.166
5. N -1.079
6. H 0.355
7. H 0.362
8. H 0.367

***

Record 5
Here is C4H8CoO3 as an isolated structure from the Open Molecules 2025 dataset. Energies are from ωB97M-V/def2-TZVPD.

The geometry in XYZ format:
```
16
Properties=species:S:1:pos:R:3:forces:R:3
C -2.714519 -0.093512 -1.160630 1.422 0.834 -2.281
O -2.408396 -0.507559 0.114039 -0.026 -0.360 0.983
H -1.803543 -0.282961 -1.900215 -1.829 -0.065 1.109
H -3.649484 -0.542243 -1.545090 0.606 0.040 0.171
H -2.803980 1.008870 -1.200205 -0.291 -0.374 0.138
O 0.388788 -1.693691 -0.392093 0.476 0.848 -1.885
C 1.212136 -0.920753 -0.904041 1.404 -2.573 2.568
C 1.754080 0.161837 -0.021254 -0.298 1.487 -1.137
O 0.735306 0.503383 0.907957 -0.027 -0.432 -0.218
C 1.111741 1.055815 2.103705 0.363 0.315 0.636
Co -0.857352 -0.779545 0.852742 -0.788 0.054 0.258
H 1.898264 -1.287263 -1.685758 -0.773 0.354 -0.537
H 1.997293 1.048375 -0.629357 0.083 -0.114 0.315
H 2.679298 -0.196788 0.458708 -0.285 -0.118 -0.095
H 0.280050 1.447157 2.685279 0.470 -0.054 -0.126
H 2.180317 1.078877 2.316213 -0.506 0.158 0.100
```
Forces are in eV/Å.

Computed properties:
Expectation value of S²: 6.018
Charge: +1
Spin multiplicity: 5
HOMO energy (alpha / beta): -0.4715 / -0.5065 Eh
LUMO level (alpha / beta): -5.280 / -5.460 eV

The computed natural (NBO) charges, all in e, follow:
1. C -0.245
2. O -0.829
3. H 0.134
4. H 0.206
5. H 0.182
6. O -0.585
7. C 0.460
8. C -0.189
9. O -0.585
10. C -0.071
11. Co 1.419
12. H 0.203
13. H 0.245
14. H 0.257
15. H 0.207
16. H 0.192

***

In eV, the ΔE to the lowest compared entry with this formula, charge and spin values for the records above are, in order, 0.0561 0.9639 0.7582 0.6885 0.0000.